Record 1
{
  "formula": "C10H14BBrN6Sn",
  "method": "ωB97M-V/def2-TZVPD",
  "symbols": ["H", "N", "B", "N", "C", "Sn", "H", "C", "H", "C", "H", "C", "H", "H", "H", "N", "N", "N", "N", "C", "C", "H", "H", "C", "C", "C", "C", "H", "H", "H", "H", "H", "Br"],
  "positions_angstrom": [[1.046, 3.289, 0.224], [0.568, 1.737, -1.162], [0.133, 0.366, -3.307], [0.484, 1.696, -2.543], [0.844, 2.898, -3.037], [0.493, 0.104, 0.408], [0.891, 3.045, -4.107], [1.118, 3.757, -1.974], [1.428, 4.781, -2.026], [0.923, 2.994, -0.804], [0.260, 0.501, -4.492], [-0.518, -1.742, 1.116], [-0.567, -1.609, 2.200], [0.146, -2.569, 0.821], [-1.509, -1.842, 0.662], [-1.353, -0.036, -2.959], [1.071, -0.747, -2.734], [-1.627, -0.213, -1.621], [1.228, -0.956, -1.381], [-2.473, -0.245, -3.710], [1.930, -1.551, -3.389], [-2.451, -0.142, -4.794], [2.010, -1.490, -4.447], [-3.517, -0.572, -2.823], [2.614, -2.334, -2.456], [-2.922, -0.538, -1.531], [2.137, -1.947, -1.193], [-4.539, -0.795, -3.064], [3.366, -3.067, -2.636], [-3.400, -0.732, -0.587], [2.423, -2.289, -0.208], [-1.107, 0.277, 1.094], [2.719, 0.388, 1.547]],
  "e_homo_ev": -7.8,
  "relative_energy_kj_mol": 101.1
}

***

Record 2
{
  "formula": "C10H14BClMgN6",
  "method": "ωB97M-V/def2-TZVPD",
  "symbols": ["H", "N", "B", "N", "C", "Mg", "H", "C", "H", "C", "H", "C", "H", "H", "H", "N", "N", "N", "N", "C", "C", "H", "H", "C", "C", "C", "C", "H", "H", "H", "H", "H", "Cl"],
  "positions_angstrom": [[-3.079, -1.378, -1.655], [-1.360, -0.285, -1.117], [0.414, 1.461, -0.694], [-0.910, 0.968, -1.402], [-1.741, 1.550, -2.300], [-0.197, -2.167, 0.225], [-1.530, 2.536, -2.673], [-2.769, 0.646, -2.579], [-3.592, 0.775, -3.240], [-2.499, -0.485, -1.796], [0.742, 2.531, -1.140], [0.634, -2.362, 2.127], [0.052, -3.294, 2.226], [0.478, -1.714, 2.993], [1.658, -2.570, 1.778], [1.395, 0.288, -0.831], [0.060, 1.570, 0.832], [1.079, -1.011, -0.401], [-0.214, 0.445, 1.573], [2.612, 0.347, -1.466], [-0.076, 2.680, 1.598], [3.037, 1.267, -1.944], [0.112, 3.653, 1.170], [3.172, -0.962, -1.391], [-0.456, 2.270, 2.875], [2.192, -1.714, -0.711], [-0.545, 0.863, 2.803], [4.131, -1.299, -1.771], [-0.647, 2.888, 3.722], [2.245, -2.726, -0.434], [-0.841, 0.175, 3.578], [-1.166, -3.213, -0.972], [-2.392, -1.736, 1.016]],
  "e_homo_ev": [-8.3, -8.4],
  "relative_energy_kj_mol": 777.5
}

***

Record 3
{
  "formula": "C10H14BClN6O4Re",
  "method": "ωB97M-V/def2-TZVPD",
  "symbols": ["H", "N", "B", "N", "C", "Re", "H", "C", "H", "C", "H", "C", "H", "H", "H", "N", "N", "N", "N", "C", "C", "H", "H", "C", "C", "C", "C", "H", "H", "H", "H", "H", "O", "Cl", "O", "O", "O"],
  "positions_angstrom": [[1.879, 3.892, 0.963], [1.222, 2.108, 0.029], [0.134, 0.418, -1.759], [0.500, 1.844, -1.181], [0.470, 2.994, -1.876], [2.663, 0.941, 0.391], [0.046, 2.984, -2.884], [0.939, 4.036, -1.081], [0.950, 5.075, -1.350], [1.380, 3.493, 0.103], [0.309, 0.536, -2.975], [-2.182, -2.395, 3.035], [-1.830, -2.401, 4.079], [-1.387, -1.944, 2.416], [-2.391, -3.429, 2.708], [-1.382, -0.046, -1.642], [1.176, -0.706, -1.358], [-2.099, -0.315, -0.476], [1.953, -0.732, -0.164], [-2.207, -0.187, -2.716], [1.683, -1.643, -2.174], [-1.827, -0.023, -3.706], [1.288, -1.719, -3.184], [-3.464, -0.585, -2.259], [2.644, -2.392, -1.503], [-3.345, -0.617, -0.854], [2.810, -1.841, -0.246], [-4.321, -0.789, -2.875], [3.160, -3.244, -1.895], [-4.142, -0.902, -0.175], [3.469, -2.040, 0.566], [-3.052, -1.810, 2.963], [0.217, 1.090, 5.822], [0.663, 0.088, 4.810], [0.269, -1.286, 5.250], [0.086, 0.388, 3.459], [3.715, 1.158, 1.739]],
  "spin_multiplicity": 4,
  "e_homo_ev": [-14.1, -14.1],
  "relative_energy_kj_mol": 413.6,
  "charge": 2
}

***

Record 4
{
  "formula": "C10H14BCrN7O2",
  "method": "ωB97M-V/def2-TZVPD",
  "symbols": ["C", "N", "N", "C", "C", "B", "N", "N", "C", "C", "C", "Cr", "N", "N", "C", "C", "C", "H", "H", "H", "H", "H", "H", "H", "H", "H", "H", "H", "C", "H", "H", "H", "O", "N", "O"],
  "positions_angstrom": [[2.919, -0.858, 0.137], [1.625, -0.715, -0.188], [1.541, 0.096, -1.321], [2.803, 0.295, -1.754], [3.703, -0.273, -0.858], [0.252, 0.477, -2.156], [-0.739, -0.701, -1.881], [-0.817, -1.530, -0.723], [-1.574, -2.599, -1.062], [-1.834, -2.567, -2.417], [-1.260, -1.407, -2.908], [0.144, -1.461, 0.858], [-0.432, 2.031, -2.457], [-1.343, 2.634, -1.620], [-1.444, 3.932, -1.955], [-0.820, 4.142, -3.198], [-0.178, 2.934, -3.485], [-1.931, 4.631, -1.301], [0.411, 2.707, -4.357], [-0.782, 5.070, -3.710], [0.638, 0.371, -3.299], [-1.104, -1.113, -3.937], [2.966, 0.842, -2.660], [-2.347, -3.328, -2.963], [4.769, -0.255, -0.880], [-1.797, -3.322, -0.311], [3.179, -1.318, 1.074], [-1.380, -0.790, 1.772], [-1.219, -1.849, 2.196], [-2.111, -2.450, 2.014], [-0.269, -2.487, 1.876], [-1.142, -1.703, 3.274], [0.709, 0.720, 2.416], [0.313, 0.610, 1.211], [0.244, 1.609, 0.465]],
  "spin_multiplicity": 5,
  "e_homo_ev": [-16.1, -16.2],
  "charge": 2
}

***

Record 5
{
  "formula": "C10H14ClF9N3O6PS",
  "method": "ωB97M-V/def2-TZVPD",
  "symbols": ["C", "N", "C", "N", "N", "C", "P", "O", "O", "C", "C", "C", "C", "C", "C", "F", "F", "C", "F", "F", "S", "F", "F", "F", "F", "F", "H", "H", "H", "H", "H", "H", "H", "H", "H", "H", "H", "H", "H", "H", "O", "Cl", "O", "O", "O"],
  "positions_angstrom": [[1.734, -3.509, 0.719], [2.120, -2.250, -0.072], [3.102, -1.389, 0.742], [3.346, -0.021, 0.057], [4.395, -0.051, -0.796], [4.723, 1.175, -1.556], [6.206, 1.061, -2.815], [5.446, 1.131, -4.415], [6.749, -0.627, -2.719], [3.845, 2.520, -1.298], [2.570, 2.529, -0.238], [2.357, 1.024, 0.463], [1.103, 0.896, 1.507], [-0.341, 1.400, 0.831], [-1.370, 0.093, 0.653], [-1.607, -0.406, 2.033], [-0.571, -0.888, -0.174], [-2.695, 0.671, -0.113], [-3.133, 2.007, 0.441], [-2.378, 0.954, -1.563], [-4.203, -0.428, -0.079], [-4.109, -0.595, -1.813], [-3.316, -1.874, 0.146], [-4.503, -0.195, 1.591], [-5.229, 0.953, -0.378], [-5.634, -1.391, -0.142], [1.591, -4.434, -0.016], [2.590, -3.712, 1.493], [0.707, -3.256, 1.269], [2.737, -2.639, -0.846], [4.119, -2.014, 0.736], [2.803, -1.283, 1.869], [4.719, 0.417, -4.338], [5.974, -1.222, -2.983], [4.110, 3.496, -1.907], [1.888, 3.455, -0.015], [0.939, -0.158, 1.980], [1.310, 1.683, 2.380], [-0.120, 1.787, -0.266], [-0.804, 2.263, 1.470], [-8.167, 0.532, 0.184], [-8.234, 0.566, 1.632], [-8.290, -0.790, 2.145], [-9.423, 1.287, 2.044], [-7.058, 1.233, 2.156]],
  "e_homo_ev": -6.9
}

***

Record 6
{
  "formula": "C10H14ClNO",
  "method": "ωB97M-V/def2-TZVPD",
  "symbols": ["C", "C", "C", "C", "C", "C", "C", "C", "C", "C", "N", "O", "Cl", "H", "H", "H", "H", "H", "H", "H", "H", "H", "H", "H", "H", "H", "H"],
  "positions_angstrom": [[-3.855, -2.581, 2.997], [-3.597, -0.069, 1.686], [-2.573, -2.006, 0.890], [-2.357, -0.485, 0.985], [-3.895, -2.201, 1.656], [1.805, 1.264, -2.152], [-1.121, -0.042, 1.788], [1.654, 0.369, -0.928], [0.177, -0.288, 1.016], [0.407, 0.713, -0.115], [-3.806, -2.809, 4.125], [-4.207, 0.819, 2.127], [-5.287, -2.737, 0.748], [-2.684, -2.346, -0.138], [-1.764, -2.571, 1.358], [-2.328, 0.005, 0.004], [0.968, 1.126, -2.833], [1.841, 2.312, -1.862], [2.721, 1.025, -2.686], [-1.107, -0.602, 2.725], [-1.207, 1.019, 2.029], [2.538, 0.466, -0.294], [1.593, -0.672, -1.253], [0.168, -1.300, 0.606], [1.012, -0.226, 1.716], [0.513, 1.715, 0.305], [-0.454, 0.725, -0.787]],
  "e_homo_ev": [-8.3, -8.3],
  "relative_energy_kj_mol": 130.2
}

***

Record 7
{
  "formula": "C10H14ClNSi",
  "method": "ωB97M-V/def2-TZVPD",
  "symbols": ["C", "C", "Si", "C", "Cl", "N", "C", "C", "C", "C", "C", "C", "C", "H", "H", "H", "H", "H", "H", "H", "H", "H", "H", "H", "H", "H", "H"],
  "positions_angstrom": [[0.504, -2.944, 1.199], [0.029, -3.061, 0.001], [-1.011, -1.631, -0.713], [-0.473, -0.757, -2.325], [-2.940, -2.268, -0.996], [-1.044, -0.094, 0.336], [-2.200, 0.232, 1.165], [0.002, 0.814, 0.309], [-0.157, 2.159, 0.397], [0.803, 3.120, 0.297], [2.130, 2.687, 0.105], [2.368, 1.341, 0.054], [1.370, 0.379, 0.138], [1.110, -3.743, 1.782], [0.290, -2.109, 1.761], [0.375, -3.895, -0.660], [-1.211, 0.065, -2.739], [0.434, -0.223, -2.265], [-0.248, -1.393, -3.148], [-2.986, 0.566, 0.479], [-2.518, -0.711, 1.742], [-1.985, 0.890, 1.994], [-1.163, 2.565, 0.604], [0.625, 4.299, 0.289], [2.894, 3.336, -0.282], [3.329, 1.012, 0.188], [1.674, -0.637, 0.288]],
  "smiles": "C=C[Si@@](C)(Cl)N(C)c1ccccc1",
  "e_homo_ev": -7.8,
  "relative_energy_kj_mol": 149.9
}

***

Record 8
{
  "formula": "C10H14CrN2P",
  "method": "ωB97M-V/def2-TZVPD",
  "symbols": ["C", "C", "C", "C", "C", "Cr", "P", "H", "H", "H", "H", "H", "H", "H", "H", "N", "C", "C", "C", "C", "C", "N", "H", "H", "H", "H", "H", "H"],
  "positions_angstrom": [[-0.357, -0.013, -2.085], [-1.182, 0.974, -1.440], [-0.318, 1.997, -0.917], [1.044, 1.631, -1.210], [1.022, 0.387, -1.932], [0.167, 0.050, 0.066], [-0.238, -2.414, 0.366], [-0.719, -0.857, -2.669], [-2.274, 0.977, -1.396], [-0.645, 2.949, -0.496], [1.892, -0.122, -2.345], [1.928, 2.237, -1.008], [0.870, -3.233, 0.015], [-1.200, -3.008, -0.502], [-0.610, -3.001, 1.607], [0.904, -1.171, 2.930], [0.854, 0.219, 3.100], [0.856, 0.783, 4.388], [0.977, 2.161, 4.515], [0.974, 2.926, 3.342], [0.834, 2.304, 2.112], [0.752, 0.953, 1.977], [1.719, -1.520, 2.412], [0.835, -1.664, 3.813], [0.834, 0.108, 5.245], [1.083, 2.635, 5.488], [1.041, 4.012, 3.375], [0.765, 2.883, 1.191]],
  "spin_multiplicity": 4,
  "e_homo_ev": [-5.7, -4.5],
  "relative_energy_kj_mol": 0.0
}